This record from OMol25 describes 2 unconnected molecules or ions with the total composition CH4O2. The level of theory is wB97M-V/def2-TZVPD.

Each line ends with the Mulliken charge.
Geometry (Å):
C: 0.89090 -0.40483 1.08429  -0.037
O: 0.92407 -1.16170 2.05433  -0.422
H: -0.00552 0.20648 0.82314  0.247
H: 1.75188 -0.36371 0.37544  0.210
O: -1.32348 0.78204 -1.13062  -0.660
H: -0.95121 1.13719 -1.96939  0.326
H: -1.28665 -0.19548 -1.23719  0.336

Output
Energy relative to the best compared isomer or geometry (same formula, charge and spin) = 0.250 eV
LUMO level = 0.51 eV
Charge = 0
Gap between HOMO and LUMO = 10.59 eV
E_HOMO = -0.3707 hartree
Structure (SMILES) = C=O.O

This record from OMol25 describes a molecular structure, C20H24F5NO2P2ReTe. The level of theory is wB97M-V/def2-TZVPD.

Each line ends with the Mulliken charge.
Geometry (Å):
C: -1.70274 2.90774 -3.83033  -0.716
C: -1.41250 1.72109 -3.17054  0.114
C: -0.04567 1.28893 -3.19748  0.862
C: 1.00335 2.31679 -3.15619  0.466
C: 0.65276 3.53358 -3.73918  -0.846
C: -0.66026 3.81253 -4.18535  -0.635
C: 2.07321 1.88936 -2.21357  0.339
C: 2.62073 0.63533 -2.82708  0.471
C: 1.56117 -0.37350 -2.91177  0.857
C: 1.90251 -1.72874 -2.60069  0.145
C: 3.17416 -2.15322 -2.93756  -0.614
C: 4.18255 -1.21705 -3.25522  -0.655
C: 3.91008 0.15480 -3.10161  -0.846
H: -2.73553 3.09655 -4.09243  0.504
H: 1.45078 4.29922 -3.95878  0.453
H: -0.91336 4.68131 -4.77596  0.473
H: 2.81225 2.64173 -1.85213  0.642
H: 3.37620 -3.23106 -2.96274  0.487
H: 5.15439 -1.58443 -3.59729  0.469
H: 4.74877 0.87529 -3.28646  0.466
N: 0.24755 -0.04881 -3.15635  -0.351
Re: 0.21082 0.39554 0.03117  1.434
C: -2.44603 0.87228 -2.46795  -1.585
H: -2.45120 -0.12077 -2.93393  0.433
H: -3.42662 1.36849 -2.52465  0.682
C: 0.84236 -2.59391 -1.95482  -1.485
H: -0.01730 -2.64135 -2.64220  0.461
H: 1.26931 -3.57372 -1.70351  0.602
P: -1.94191 0.59455 -0.61380  0.598
P: 0.14874 -1.86628 -0.30688  0.353
C: 1.35500 -2.72616 0.80748  -1.256
H: 1.04060 -2.54732 1.84793  0.386
H: 1.35002 -3.80815 0.58545  0.581
H: 2.35364 -2.29264 0.63903  0.225
C: -1.29127 -3.02696 -0.12483  -1.309
H: -0.90522 -4.06375 -0.03543  0.493
H: -1.84659 -2.76390 0.79478  0.377
H: -1.95068 -2.94465 -1.00732  0.328
C: -2.52387 2.24400 0.02060  -1.393
H: -3.46787 2.57830 -0.44888  0.433
H: -2.66323 2.14318 1.11025  0.447
H: -1.72910 2.97718 -0.18680  0.387
C: -3.43072 -0.41842 -0.11185  -1.242
H: -3.37911 -0.58420 0.98090  0.373
H: -4.38152 0.10664 -0.34135  0.469
H: -3.43721 -1.39656 -0.62292  0.329
C: -0.58061 0.07125 1.78409  0.595
O: -1.12086 -0.16424 2.78523  -0.436
H: 1.24300 1.36757 -1.19094  -0.499
F: 3.41089 2.53434 0.44883  -0.415
Te: 2.95352 1.15691 1.72889  1.959
F: 3.53325 2.19930 3.33329  -0.321
F: 1.23956 2.08608 1.77546  -0.500
F: 4.43049 -0.03948 1.26699  -0.405
F: 2.12828 -0.16629 2.85886  -0.401
O: 2.07303 0.19353 0.28586  -0.785

Output
2S+1 = 4
Energy relative to the best compared isomer or geometry (same formula, charge and spin) = 0.000 eV
LUMO level (spin up / spin down) = -8.89 / -9.85 eV
Charge = +2
Gap between HOMO and LUMO (spin up / spin down) = 5.45 / 4.77 eV
E_HOMO (spin up / spin down) = -0.5269 / -0.5371 hartree

This record from OMol25 describes 2 unconnected molecules or ions with the total composition C10H16O2. The level of theory is wB97M-V/def2-TZVPD.

Each line ends with the Mulliken charge.
Geometry (Å):
C: -1.62472 3.51523 2.98747  0.292
C: -0.85877 3.68265 2.06082  -0.704
C: 0.07717 3.94587 0.94919  0.169
O: 0.69257 2.74173 0.55739  -0.451
C: -0.57071 4.65517 -0.21414  -0.096
O: -0.40367 4.33454 -1.37224  -0.453
H: -2.26249 3.44055 3.85461  0.416
H: 0.80494 4.70238 1.27594  0.227
H: 1.47051 2.94005 0.01795  0.284
H: -1.16339 5.55494 0.06199  0.328
C: 0.75677 -4.37373 -2.11660  -1.206
C: 0.12960 -3.05250 -1.63714  -0.303
C: 0.78108 -2.42339 -0.41144  -0.864
C: 0.31692 -1.00431 -0.15947  0.091
C: 0.16052 -0.47788 1.25634  -0.528
C: -1.05146 -0.73375 0.39226  -0.563
H: 0.30205 -4.67527 -3.06649  0.350
H: 1.82737 -4.23081 -2.30283  0.315
H: 0.60332 -5.19220 -1.38199  0.303
H: 0.19719 -2.33805 -2.46650  0.318
H: -0.94182 -3.17350 -1.44524  0.301
H: 1.87469 -2.42105 -0.54608  0.292
H: 0.58180 -3.04025 0.47314  0.271
H: 0.70118 -0.29044 -0.89622  0.422
H: 0.43090 0.57518 1.42465  0.040
H: 0.38843 -1.16760 2.06767  0.257
H: -1.58155 0.11927 -0.02043  0.250
H: -1.63844 -1.61284 0.65740  0.242

Output
Energy relative to the best compared isomer or geometry (same formula, charge and spin) = 3.648 eV
LUMO level = 0.53 eV
Charge = 0
Gap between HOMO and LUMO = 10.21 eV
E_HOMO = -0.3559 hartree
Structure (SMILES) = C#C[C@@H](O)C=O.CCCC1CC1

This record from OMol25 describes C5H9N in the gas phase. The level of theory is wB97M-V/def2-TZVPD.

Each line ends with the Mulliken charge.
Geometry (Å):
C: -2.24562 -0.73608 -0.21362  -0.554
C: -1.57297 0.26165 0.31487  -0.399
C: -0.08434 0.43187 0.54934  0.076
C: 0.76829 1.13459 -0.44989  -0.684
C: 0.85401 -0.36799 -0.37144  -0.233
N: 2.16004 -0.85435 0.08099  -0.726
H: -3.34800 -0.59698 -0.49403  0.222
H: -1.76726 -1.78286 -0.32972  0.251
H: -2.10822 1.25150 0.49778  0.239
H: 0.05539 0.46511 1.68607  0.315
H: 1.66018 1.61501 -0.02352  0.269
H: 0.21819 1.56714 -1.33473  0.249
H: 0.47400 -0.97425 -1.17682  0.439
H: 2.97612 -0.03249 0.23607  0.274
H: 1.96020 -1.38188 1.02865  0.261

Output
Energy relative to the best compared isomer or geometry (same formula, charge and spin) = 2.824 eV
LUMO level = 1.19 eV
Charge = 0
Gap between HOMO and LUMO = 10.15 eV
E_HOMO = -0.3292 hartree
Structure (SMILES) = C=C[C@@H]1C[C@H]1N

This record from OMol25 describes a molecular structure, C16H12Cl3O4PTaTe. The level of theory is wB97M-V/def2-TZVPD.

Each line ends with the Mulliken charge.
Geometry (Å):
Ta: -0.38556 1.95162 1.64451  0.995
O: 3.28336 2.58008 0.26980  -0.538
C: 2.22813 2.03088 0.36722  0.292
O: 1.44178 2.09781 1.42454  -0.536
C: 1.60323 1.18497 -0.75910  -0.926
P: 0.32755 0.12375 0.02011  0.698
C: 1.18518 -1.29483 0.73728  0.986
C: 0.42977 -2.42283 1.05752  -0.611
C: 1.03556 -3.50470 1.66492  -0.730
C: 2.38609 -3.46384 1.97066  -0.502
C: 3.13153 -2.33583 1.66826  -0.844
C: 2.53729 -1.24151 1.06611  -0.442
C: -0.84312 -0.47397 -1.21866  0.588
C: -2.17863 -0.62813 -0.84931  -0.208
C: -3.09680 -1.06301 -1.78845  -0.793
C: -2.68399 -1.35838 -3.07880  -0.504
C: -1.34754 -1.23803 -3.43108  -0.685
C: -0.41901 -0.78821 -2.50853  -0.517
H: 2.38931 0.65046 -1.29895  0.657
H: 1.10540 1.86487 -1.46346  0.506
H: -0.62262 -2.45440 0.81793  0.397
H: 0.45364 -4.38024 1.90028  0.422
H: 2.85683 -4.31210 2.44215  0.410
H: 4.18258 -2.31035 1.90464  0.429
H: 3.13422 -0.36781 0.84724  0.307
H: -2.49352 -0.39847 0.16370  0.454
H: -4.13360 -1.16865 -1.51071  0.426
H: -3.40339 -1.69438 -3.80961  0.419
H: -1.02728 -1.49367 -4.42927  0.431
H: 0.62316 -0.68567 -2.78444  0.357
Te: -0.50771 0.61542 3.77360  -0.106
Cl: -0.00314 4.40740 1.38866  0.016
C: -1.73286 4.25801 0.96640  0.771
Cl: -2.38678 5.69184 0.23215  -0.057
Cl: -2.45349 3.80727 2.51266  0.012
C: -1.64153 2.95883 0.13689  0.226
O: -0.88625 2.89258 -0.80738  -0.432
O: -2.08777 1.96320 0.76054  -0.368

Output
Energy relative to the best compared isomer or geometry (same formula, charge and spin) = 2.695 eV
LUMO level = -5.16 eV
Charge = +1
Gap between HOMO and LUMO = 6.63 eV
E_HOMO = -0.4331 hartree

This record from OMol25 describes C7H12O in the gas phase. The level of theory is wB97M-V/def2-TZVPD.

Each line ends with the Mulliken charge.
Geometry (Å):
C: 2.72477 -0.45975 0.24799  -0.611
C: 1.81117 0.53756 -0.01343  -0.479
C: 0.68586 0.56189 -0.97031  0.544
C: 0.78046 0.76718 -2.33838  -0.930
C: -0.76629 0.71843 -0.33152  -0.794
C: -1.36650 -0.62589 -0.03917  -0.371
C: -1.35064 -0.85490 1.47122  -0.597
O: -2.05781 0.30706 2.01574  -0.505
H: 3.57467 -0.30876 0.96470  0.252
H: 2.54821 -1.46506 -0.06243  0.282
H: 1.71951 1.28039 0.73259  0.326
H: 0.08977 0.99618 -3.13162  0.350
H: 1.77293 0.49938 -2.61199  0.296
H: -1.36935 1.16829 -1.10977  0.394
H: -0.52456 1.34929 0.55185  0.365
H: -0.78367 -1.44388 -0.53138  0.344
H: -2.42191 -0.61883 -0.38604  0.315
H: -0.34405 -0.54287 1.93363  0.230
H: -1.75123 -1.87400 1.85428  0.277
H: -2.97133 0.00829 1.75405  0.310

Output
Energy relative to the best compared isomer or geometry (same formula, charge and spin) = 2.997 eV
LUMO level = 0.91 eV
Charge = 0
Gap between HOMO and LUMO = 9.77 eV
E_HOMO = -0.3259 hartree
Structure (SMILES) = C=CC(=C)CCCO

This record from OMol25 describes C6H11N in the gas phase. The level of theory is wB97M-V/def2-TZVPD.

Each line ends with the Mulliken charge.
Geometry (Å):
C: 2.31266 -0.98680 -1.09630  -1.062
N: 1.60857 1.16385 1.12702  -0.529
C: 0.63606 0.04776 0.58519  0.369
C: 1.23151 -1.06200 -0.04899  -0.209
C: -3.20802 0.32384 0.06467  -1.068
C: -1.88286 -0.06700 -0.26100  -0.307
C: -0.66671 0.33987 0.70403  -0.647
H: 2.31123 0.04224 -1.51397  0.290
H: 2.13068 -1.65418 -1.94534  0.342
H: 3.30392 -1.19625 -0.75182  0.304
H: 2.08540 1.12029 2.05948  0.200
H: 1.37264 2.18894 0.84515  0.221
H: 0.92654 -2.04027 0.36101  0.340
H: -3.75613 1.19595 -0.18397  0.282
H: -3.91481 -0.49097 0.24457  0.242
H: -2.04127 0.87540 -0.73381  0.288
H: -1.36495 -0.81171 -0.85580  0.445
H: -1.08444 1.01105 1.39991  0.499

Output
Energy relative to the best compared isomer or geometry (same formula, charge and spin) = 8.795 eV
LUMO level = -1.70 eV
Charge = 0
Gap between HOMO and LUMO = 4.46 eV
E_HOMO = -0.2264 hartree

This record from OMol25 describes C4H4S2 in the gas phase. The level of theory is wB97M-V/def2-TZVPD.

Each line ends with the Mulliken charge.
Geometry (Å):
C: 2.02729 1.65783 -0.21991  -0.532
C: 0.71204 1.39662 0.28593  -0.207
C: 0.30173 -0.11260 0.04830  0.481
S: 1.41674 -1.38768 -0.01656  -0.213
C: -1.02287 -0.58598 0.19618  -0.396
S: -2.44337 0.23852 -0.11808  -0.164
H: 2.42132 2.83060 0.09717  0.189
H: 2.89858 0.95079 -0.58123  0.256
H: -0.02438 2.20705 0.56318  0.313
H: -0.97849 -1.73704 0.21223  0.273

Output
Energy relative to the best compared isomer or geometry (same formula, charge and spin) = 3.338 eV
LUMO level = -2.35 eV
Charge = 0
Gap between HOMO and LUMO = 6.89 eV
E_HOMO = -0.3398 hartree
Structure (SMILES) = C=CC(=S)C=S

Number 1: calculated total energy -190.94119 hartree. Number 2: calculated total energy -2509.32836 hartree. Number 3: calculated total energy -540.98044 hartree. Number 4: calculated total energy -250.56317 hartree. Number 5: calculated total energy -2964.60243 hartree. Number 6: calculated total energy -349.03850 hartree. Number 7: calculated total energy -289.64847 hartree. Number 8: calculated total energy -951.04982 hartree.